[1]
DFT (wB97M-V/def2-TZVPD) results for 6 unconnected molecules or ions with the total composition H13NO5 at a distorted geometry.

Cartesian coordinates (Å):
N  1.6882  1.7005  -0.6933
H  1.3080  1.5915  -1.6606
H  2.3310  2.4514  -0.7862
H  1.0963  1.9848  0.0645
O  -0.9748  0.0954  0.5696
H  -1.9094  -0.2562  0.6118
H  -0.5856  -0.7308  0.6826
O  -0.1031  -4.6301  0.3807
H  0.4973  -4.0320  -0.1207
H  -0.3530  -5.3471  -0.1322
O  1.5411  -1.4818  0.6174
H  1.9537  -0.8256  0.0308
H  2.4504  -1.9432  0.8987
O  -0.7564  2.8165  1.1655
H  -0.8591  2.0649  1.8081
H  -1.6125  3.2035  1.3472
O  -1.3680  1.6650  -1.9362
H  -1.1287  0.8352  -1.4610
H  -1.7162  1.3803  -2.8055

Calculated values
ΔE to the lowest compared entry with this formula, charge and spin: 41.40 kcal per mole
LUMO: 0.5 eV
gap between HOMO and LUMO: 10.0 eV
2S+1: 1

---

[2]
DFT (wB97M-V/def2-TZVPD) results for 6 unconnected molecules or ions with the total composition H13NO5 at a distorted geometry.

Cartesian coordinates (Å):
N  -2.3297  -0.0977  -0.0923
H  -1.8442  0.6571  -0.5516
H  -3.0959  -0.4785  -0.6204
H  -2.6854  0.4322  0.7030
O  0.9580  -0.5348  -3.5031
H  0.2395  -0.6344  -2.8697
H  0.5627  -0.8067  -4.3414
O  -0.4997  0.1381  2.2871
H  -0.5773  -0.4513  3.0479
H  -1.0138  -0.3592  1.6283
O  2.4640  -4.5577  -3.9809
H  2.9062  -4.0539  -4.6795
H  2.6212  -3.9752  -3.2254
O  -0.5075  2.8034  1.0930
H  -0.7400  2.0807  1.6824
H  0.4501  2.7793  1.0265
O  1.3282  2.4721  3.8861
H  0.7774  1.6785  3.8336
H  0.9863  2.9077  4.6763

Calculated values
ΔE to the lowest compared entry with this formula, charge and spin: 29.74 kcal per mole
LUMO: 0.4 eV
gap between HOMO and LUMO: 11.3 eV
2S+1: 1

---

[3]
DFT (wB97M-V/def2-TZVPD) results for 6 unconnected molecules or ions with the total composition H13NO5 at a distorted geometry.

Cartesian coordinates (Å):
N  -0.2285  0.4207  2.0629
H  0.4903  -0.2930  2.0071
H  -0.3596  0.6691  3.0386
H  0.1470  1.2330  1.5890
O  1.7357  -1.8003  0.7561
H  1.9254  -2.7625  0.7803
H  1.0928  -1.6794  0.0106
O  -0.4926  -1.4913  -1.3010
H  -0.9134  -2.2718  -1.6673
H  -1.1691  -1.0986  -0.6935
O  -2.2756  -0.4513  0.4620
H  -1.6134  -0.1166  1.1279
H  -2.9339  0.2506  0.3563
O  0.8570  2.5685  -0.1066
H  0.7953  1.9456  -0.8543
H  1.7522  2.9075  -0.1218
O  0.6770  0.8544  -2.2946
H  0.2644  0.0077  -2.0271
H  0.2489  1.1075  -3.1246

Calculated values
ΔE to the lowest compared entry with this formula, charge and spin: 0.00 kcal per mole
LUMO: 0.6 eV
gap between HOMO and LUMO: 11.0 eV
2S+1: 1

---

[4]
DFT (wB97M-V/def2-TZVPD) results for 6 unconnected molecules or ions with the total composition H13O6 at a distorted geometry.

Cartesian coordinates (Å):
O  3.9325  6.9899  25.9985
H  4.7835  6.7915  25.6010
H  3.6189  7.8855  25.7970
H  3.2175  6.3702  25.6671
O  3.8658  3.9816  25.0350
H  4.2495  3.6642  25.8204
H  4.6919  4.0595  24.5293
O  6.3841  6.6085  25.1464
H  6.3154  7.5201  24.7011
H  6.2858  5.9562  24.4640
O  3.7718  7.2630  23.3066
H  3.6231  8.2171  23.1805
H  4.2146  6.8705  22.5631
O  2.9221  9.4454  25.4073
H  3.2845  10.0373  24.7512
H  1.9886  9.4369  25.2476
O  1.3913  5.8828  25.8377
H  0.4492  6.1655  25.7795
H  1.3953  4.9205  25.6230

Calculated values
ΔE to the lowest compared entry with this formula, charge and spin: 25.01 kcal per mole
LUMO: -3.5 eV
total charge: +1
gap between HOMO and LUMO: 12.1 eV
2S+1: 1

---

[5]
DFT (wB97M-V/def2-TZVPD) results for 7 unconnected molecules or ions with the total composition H13O6S at a distorted geometry.

Cartesian coordinates (Å):
S  2.1505  -0.8226  0.9741
H  2.4575  0.4808  0.8810
H  0.3545  -1.4510  -0.6974
H  0.3459  -2.9150  -0.8211
O  -0.2650  -2.1728  -0.9226
H  -0.7048  1.6097  -0.5127
H  0.1895  1.0793  -1.6425
O  -0.7491  1.1769  -1.3984
H  -1.7885  -1.3603  -0.0460
H  -1.9156  0.0252  -0.6767
O  -2.3416  -0.5605  -0.0111
H  0.7274  2.1788  1.2651
H  -0.5078  1.4565  1.7547
O  -0.2267  2.1486  1.1129
H  1.7699  -0.8097  -2.5165
H  2.6116  -0.0613  -1.3595
O  2.1914  0.0041  -2.2361
H  -0.8597  -0.4253  2.6204
H  -1.9533  0.1144  1.6900
O  -1.4860  0.3042  2.5426

Calculated values
ΔE to the lowest compared entry with this formula, charge and spin: 4.68 kcal per mole
LUMO: 3.6 eV
total charge: -1
gap between HOMO and LUMO: 7.6 eV
2S+1: 1

---

[6]
DFT (wB97M-V/def2-TZVPD) results for 6 unconnected molecules or ions with the total composition H14NO5 at a distorted geometry.

Cartesian coordinates (Å):
N  -0.0340  -0.2327  -0.1047
H  -0.9393  0.0335  -0.1529
H  0.4746  0.6347  -0.4273
H  0.0850  -0.4562  0.9049
H  0.0293  -1.1526  -0.5671
H  0.8909  -0.5813  -2.6634
H  1.3085  -1.9542  -2.9994
O  0.7377  -1.5043  -2.3450
H  -3.3379  -1.0028  -0.6964
H  -3.2294  0.6654  -0.9919
O  -2.9288  -0.1607  -0.4764
H  -0.6795  1.0039  3.2700
H  0.5265  1.7334  3.3941
O  0.2614  0.7783  3.1594
H  0.1484  2.3761  -2.3929
H  1.5380  2.8332  -1.9919
O  1.0518  2.0463  -2.0694
H  1.8150  -2.2298  2.0582
H  1.2814  -1.0685  2.8376
O  1.0004  -1.7617  2.2545

Calculated values
ΔE to the lowest compared entry with this formula, charge and spin: 37.23 kcal per mole
LUMO: -3.2 eV
total charge: +1
gap between HOMO and LUMO: 11.8 eV
2S+1: 1

---

[7]
DFT (wB97M-V/def2-TZVPD) results for 7 unconnected molecules or ions with the total composition H14O6S at a distorted geometry.

Cartesian coordinates (Å):
O  -0.8781  0.9109  -2.5188
H  -0.9026  -0.0363  -2.5787
H  -1.6126  1.0853  -3.1698
O  -0.2322  -2.5491  2.6580
H  -0.3620  -2.4002  3.6073
H  0.5532  -2.2207  2.3582
O  1.0154  2.7645  -1.7733
H  0.2233  2.2154  -1.9329
H  1.0068  3.4010  -2.4762
O  2.3601  1.5592  0.9121
H  3.0877  2.1003  1.1540
H  1.9237  2.1227  0.2333
O  0.6601  -1.3429  -1.3669
H  1.1804  -1.4866  -0.4551
H  0.7992  -2.2544  -1.7326
O  2.8494  -1.1250  0.8502
H  3.6057  -1.4343  1.3181
H  2.7917  -0.1441  1.0227
S  -3.1701  -0.2025  0.6869
H  -3.4255  1.1170  0.3222
H  -4.3447  -0.5666  1.2483

Calculated values
ΔE to the lowest compared entry with this formula, charge and spin: 30.25 kcal per mole
LUMO: 0.6 eV
gap between HOMO and LUMO: 9.9 eV
2S+1: 1